Below is a single C3H2O2S3 molecule at a distorted geometry, with properties calculated with ωB97M-V with the def2-TZVPD basis set.

SMILES = O=C1SCOC(=S)S1
Kohn-Sham gap = 0.317 hartree
Energy relative to the best compared isomer or geometry (same formula, charge and spin) = 0.612 eV
E_LUMO = -0.47 eV
HOMO level = -9.0819 eV

Element x y z (Å)
O -2.4609 -1.5627 -0.0401
C -1.6319 -0.7241 -0.0340
S -1.8619 0.9496 -0.4215
C -0.5062 1.5045 0.6220
O 0.8241 1.3200 0.1541
C 1.2694 0.1170 -0.0383
S 2.9285 -0.2051 -0.2584
S 0.1474 -1.1845 0.2822
H -0.4406 1.0638 1.6445
H -0.6781 2.5330 0.5095

Below is 2 unconnected molecules or ions with the total composition C24H26N4O7S at a distorted geometry, with properties calculated with ωB97M-V with the def2-TZVPD basis set.

Kohn-Sham gap = 0.254 hartree
Energy relative to the best compared isomer or geometry (same formula, charge and spin) = 25.256 eV
E_LUMO = -0.82 eV
HOMO level = -7.7425 eV

Element x y z (Å)
C 2.5266 1.8476 2.3057
H 1.8310 1.6162 3.1206
H 3.3948 1.9802 2.5392
H 2.4719 1.0525 1.4889
C 1.9708 3.2440 1.3855
N 0.7761 2.8453 0.9742
C -0.2297 2.7320 1.8380
C -1.6725 2.2949 1.1325
C -1.8695 2.0904 -0.2742
O -2.9938 1.9992 -0.7049
C -0.6519 1.9345 -0.9250
C -0.6140 1.6461 -2.4161
C 0.5502 1.8981 -3.1226
C 1.6869 1.9844 -2.2843
N 1.7218 2.4435 -1.2001
C 0.7140 2.4551 -0.2841
C 3.0815 2.1293 -2.9901
H 3.8827 2.5123 -2.3924
H 3.1518 0.8465 -3.1292
H 3.0285 2.3276 -3.9220
H 0.5844 1.4060 -4.1318
H -1.4785 1.4032 -2.6295
C -2.6621 1.8288 2.3354
O -2.2813 1.6968 3.5913
O -3.9947 1.5215 1.5475
C -4.6396 0.5773 2.3302
H -5.5644 0.8827 2.1063
H -4.4567 0.3381 3.3859
C -3.8720 -0.6441 1.6475
O -3.5409 -1.5850 2.1769
N -4.0720 -0.5491 0.1849
C -3.0443 -0.9592 -0.7993
C -3.4432 -1.3465 -1.9313
C -2.3839 -1.6029 -2.9183
C -1.0505 -1.6798 -2.5284
C -0.8556 -1.5421 -1.1578
C -1.7798 -1.0107 -0.4537
H -1.3277 -0.7228 0.9501
S 0.9686 -1.3073 -0.7622
O 1.8296 -1.1202 -1.8677
O 1.0801 -0.2525 0.5028
N 1.4568 -2.9627 -0.1559
C 0.9385 -3.2348 0.9589
H -0.0366 -2.6537 1.1349
C 1.8867 -2.9288 1.9524
O 3.0012 -3.2189 1.7715
C 3.5611 -2.7416 0.5516
H 4.5239 -3.1167 0.4224
C 2.5587 -3.3846 -0.7055
H 3.0601 -2.9838 -1.5512
H 2.5648 -4.4348 -0.7320
H 3.6000 -1.8074 0.4684
H 1.3360 -3.2397 2.9661
H 1.8616 -1.6311 2.2065
H 0.6530 -4.2172 1.0880
H -0.3390 -2.0530 -2.9914
H -2.7099 -1.9362 -3.9594
H -4.3604 -1.2998 -2.2208
H -4.4168 0.3764 -0.0523
H -0.3144 2.8600 3.0954
H 2.5722 3.4885 0.6624
H 1.8298 3.9082 2.3718

Below is a molecular structure, C22H29BF4N2O9P2Ta, with properties calculated with ωB97M-V with the def2-TZVPD basis set.

Net charge = +1
Kohn-Sham gap = 0.250 hartree
Energy relative to the best compared isomer or geometry (same formula, charge and spin) = 0.616 eV
E_LUMO = -4.49 eV
HOMO level = -11.2913 eV

Element x y z (Å)
Ta -0.1271 -0.2253 -0.0669
C -1.3559 -0.0584 3.8135
C -1.8924 0.7911 2.6697
N -0.9306 1.3303 1.6229
C -1.5716 2.5906 1.0978
C -2.9874 2.4215 0.5711
C 0.3371 1.7709 2.2848
C 1.3264 0.6354 2.2522
N 1.5546 0.3358 0.8150
C 2.8120 0.4776 0.2113
C 2.8018 0.3480 -1.1635
F 1.5565 0.0845 -1.6852
C 3.8983 0.4610 -1.9786
F 3.7603 0.3218 -3.2896
C 5.1278 0.7184 -1.4010
C 5.1800 0.8444 -0.0275
F 6.3397 1.0834 0.5723
C 4.0555 0.7252 0.7816
F 4.2192 0.8465 2.1041
H -2.2079 -0.2648 4.4620
H -0.6188 0.4645 4.4221
H -0.9571 -1.0168 3.5000
H -2.3570 1.6760 3.1116
H -2.6752 0.2514 2.1424
H -0.9121 2.9950 0.3341
H -1.5752 3.3056 1.9274
H -3.0831 1.5475 -0.0694
H -3.2447 3.2982 -0.0237
H -3.7170 2.3406 1.3743
H 0.1288 2.1268 3.2946
H 0.7418 2.6020 1.7066
H 0.9171 -0.2523 2.7345
H 2.2529 0.8609 2.7662
H 6.0205 0.8120 -2.0026
O -2.6502 -0.9549 -0.1854
P -2.1780 -2.2321 0.6986
O -3.1575 -2.8180 1.5835
O -0.9205 -1.4807 1.2598
O -1.5498 -3.2791 -0.3512
P -0.2679 -2.9583 -1.3029
O 0.9707 -2.7750 -0.2825
O -0.1000 -3.9389 -2.3482
O -0.4513 -1.4335 -1.6042
H -3.3931 -1.0610 -0.7965
H 1.4470 -3.5866 -0.0582
C -3.8764 3.2696 -6.9390
C -3.8099 4.3556 -5.8555
C -5.1890 4.5068 -5.1978
C -3.4482 5.6821 -6.5237
C -2.7879 3.9445 -4.7944
C -1.6588 4.7149 -4.5044
C -0.7178 4.3473 -3.5411
C -0.9540 3.1733 -2.8742
O -0.2040 2.5624 -1.8739
B -0.9099 1.4150 -1.5550
O -2.0474 1.2768 -2.3268
C -2.0631 2.4006 -3.1462
C -2.9923 2.7490 -4.0912
H -4.5979 3.5545 -7.7066
H -4.1873 2.3069 -6.5308
H -2.9039 3.1375 -7.4165
H -5.9269 4.8024 -5.9454
H -5.1658 5.2721 -4.4196
H -5.5287 3.5731 -4.7470
H -4.2092 5.9275 -7.2652
H -2.4891 5.6271 -7.0418
H -3.4119 6.5023 -5.8042
H -1.4936 5.6364 -5.0424
H 0.1513 4.9570 -3.3359
H -3.8465 2.1134 -4.2822

Below is a single C2H6N2S3 molecule at a distorted geometry, with properties calculated with ωB97M-V with the def2-TZVPD basis set.

Kohn-Sham gap (spin up / spin down) = 0.276 / 0.282 hartree
Energy relative to the best compared isomer or geometry (same formula, charge and spin) = 4.925 eV
E_LUMO (spin up / spin down) = -0.82 / -0.72 eV
HOMO level (spin up / spin down) = -8.3226 / -8.4086 eV

Element x y z (Å)
C -0.6936 0.0898 -0.7353
C 0.3966 -0.8671 -1.1797
N 1.7741 0.6610 0.3711
N -0.1936 1.2975 -0.2888
S -0.7130 2.3804 0.7693
S 0.1726 -1.5685 1.7223
S 1.6517 -0.8101 0.1665
H -1.1553 0.2753 -1.7728
H -1.3052 -0.4482 -0.0727
H 0.0545 -1.8987 -1.3128
H 0.8257 -0.4210 -2.0182
H -1.4551 1.7103 1.9312
H 0.6406 -0.4006 2.4199

Question: Among the records above, which one has the lowest energy relative to the best compared isomer or geometry (same formula, charge and spin)?
Answer: C3H2O2S3